{
  "formula": "C53H154Br2N24O9P8",
  "method": "ωB97M-V with the def2-TZVPD basis set",
  "smiles": "CN(C)P(=O)(N(C)C)N(C)C.CN(C)P(=O)(N(C)C)N(C)C.CN(C)P(=O)(N(C)C)N(C)C.CN(C)P(=O)(N(C)C)N(C)C.CN(C)P(=O)(N(C)C)N(C)C.CN(C)P(=O)(N(C)C)N(C)C.CN(C)P(=O)(N(C)C)N(C)C.CN(C)P(=O)(N(C)C)N(C)C.CC(C)=O.BrCCBr",
  "de_lowest_kj_mol": 222.4,
  "homo_lumo_gap_ev": 8.4480,
  "lumo_energy_ev": 0.16,
  "homo_energy_ev": -8.3,
  "elements": ["C", "N", "C", "P", "O", "N", "C", "C", "N", "C", "C", "H", "H", "H", "H", "H", "H", "H", "H", "H", "H", "H", "H", "H", "H", "H", "H", "H", "H", "C", "N", "C", "P", "O", "N", "C", "C", "N", "C", "C", "H", "H", "H", "H", "H", "H", "H", "H", "H", "H", "H", "H", "H", "H", "H", "H", "H", "H", "C", "N", "C", "P", "O", "N", "C", "C", "N", "C", "C", "H", "H", "H", "H", "H", "H", "H", "H", "H", "H", "H", "H", "H", "H", "H", "H", "H", "H", "C", "N", "C", "P", "O", "N", "C", "C", "N", "C", "C", "H", "H", "H", "H", "H", "H", "H", "H", "H", "H", "H", "H", "H", "H", "H", "H", "H", "H", "C", "N", "C", "P", "O", "N", "C", "C", "N", "C", "C", "H", "H", "H", "H", "H", "H", "H", "H", "H", "H", "H", "H", "H", "H", "H", "H", "H", "H", "C", "N", "C", "P", "O", "N", "C", "C", "N", "C", "C", "H", "H", "H", "H", "H", "H", "H", "H", "H", "H", "H", "H", "H", "H", "H", "H", "H", "H", "C", "N", "C", "P", "O", "N", "C", "C", "N", "C", "C", "H", "H", "H", "H", "H", "H", "H", "H", "H", "H", "H", "H", "H", "H", "H", "H", "H", "H", "C", "N", "C", "P", "O", "N", "C", "C", "N", "C", "C", "H", "H", "H", "H", "H", "H", "H", "H", "H", "H", "H", "H", "H", "H", "H", "H", "H", "H", "C", "C", "C", "O", "H", "H", "H", "H", "H", "H", "Br", "C", "C", "Br", "H", "H", "H", "H"],
  "positions_angstrom": [[-4.144, -6.885, 1.038], [-3.015, -5.906, 0.886], [-3.165, -4.753, 1.807], [-1.466, -6.542, 0.765], [-0.887, -6.917, 2.079], [-1.684, -7.898, -0.214], [-2.186, -7.838, -1.586], [-1.326, -9.228, 0.283], [-0.638, -5.344, -0.061], [0.813, -5.348, -0.067], [-1.226, -4.514, -1.048], [-5.079, -6.391, 1.343], [-3.847, -7.635, 1.807], [-4.434, -7.382, 0.112], [-4.051, -4.150, 1.612], [-2.290, -4.052, 1.635], [-3.273, -5.034, 2.882], [-1.337, -8.110, -2.202], [-2.967, -8.610, -1.674], [-2.462, -6.788, -1.739], [-0.585, -9.697, -0.348], [-0.929, -9.048, 1.347], [-2.201, -9.836, 0.415], [1.280, -5.935, 0.711], [1.284, -5.707, -1.020], [1.333, -4.394, 0.118], [-2.265, -4.231, -0.727], [-1.129, -4.953, -2.096], [-0.739, -3.570, -1.147], [4.287, -3.665, 4.360], [2.849, -3.590, 4.537], [2.075, -4.745, 4.051], [2.350, -2.578, 5.767], [3.148, -1.321, 5.668], [0.661, -2.531, 5.600], [0.091, -2.321, 4.267], [-0.265, -2.223, 6.671], [2.673, -3.338, 7.210], [2.042, -4.705, 7.353], [3.373, -2.798, 8.308], [4.670, -2.657, 4.502], [4.461, -3.991, 3.333], [4.831, -4.260, 5.084], [2.402, -5.693, 4.425], [2.126, -4.841, 2.964], [1.041, -4.620, 4.307], [-0.255, -1.329, 4.025], [0.833, -2.540, 3.552], [-0.636, -3.087, 4.118], [0.096, -2.279, 7.699], [-0.595, -1.203, 6.545], [-1.119, -2.926, 6.556], [2.756, -5.485, 7.164], [1.668, -4.708, 8.312], [1.210, -4.856, 6.641], [4.269, -3.384, 8.540], [2.851, -2.598, 9.273], [3.735, -1.785, 8.027], [1.066, 1.548, 2.170], [1.804, 2.092, 3.349], [2.937, 1.328, 3.729], [1.840, 3.743, 3.676], [2.335, 4.553, 2.537], [0.243, 4.132, 3.881], [-0.269, 5.412, 3.411], [-0.790, 3.216, 4.347], [2.547, 4.025, 5.067], [3.825, 4.743, 5.124], [1.963, 3.652, 6.289], [1.733, 0.833, 1.749], [0.851, 2.312, 1.363], [0.198, 0.975, 2.458], [2.564, 0.448, 4.252], [3.502, 1.765, 4.554], [3.602, 1.108, 2.879], [0.425, 5.881, 2.724], [-1.242, 5.074, 3.004], [-0.353, 6.143, 4.311], [-1.224, 3.461, 5.354], [-1.670, 3.142, 3.651], [-0.337, 2.273, 4.566], [4.217, 4.599, 6.152], [4.463, 4.352, 4.401], [3.673, 5.856, 4.979], [2.578, 2.833, 6.701], [0.967, 3.239, 6.163], [1.871, 4.461, 7.009], [1.645, 3.634, -3.995], [2.818, 3.717, -3.174], [3.698, 4.903, -3.252], [2.593, 3.042, -1.642], [1.808, 1.792, -1.641], [4.193, 2.965, -1.093], [4.459, 3.115, 0.326], [5.218, 2.502, -1.922], [2.009, 4.236, -0.599], [0.592, 4.179, -0.312], [2.635, 5.465, -0.280], [1.986, 3.779, -5.056], [0.875, 4.440, -3.834], [1.156, 2.675, -3.814], [4.630, 4.704, -2.695], [3.334, 5.879, -2.821], [3.818, 5.222, -4.298], [5.288, 3.763, 0.595], [3.593, 3.494, 0.863], [4.771, 2.144, 0.732], [5.554, 1.559, -1.518], [4.853, 2.528, -2.948], [6.025, 3.234, -1.839], [0.081, 4.847, -1.062], [0.244, 3.187, -0.518], [0.340, 4.427, 0.713], [3.704, 5.476, -0.455], [2.465, 5.828, 0.740], [2.191, 6.368, -0.891], [-6.442, 4.406, -2.002], [-5.604, 5.512, -1.423], [-6.592, 6.528, -0.938], [-4.484, 6.136, -2.470], [-4.977, 6.898, -3.606], [-3.666, 7.092, -1.443], [-3.001, 8.270, -2.005], [-3.083, 6.387, -0.289], [-3.653, 4.804, -2.995], [-3.406, 3.664, -2.125], [-3.192, 4.763, -4.349], [-6.876, 4.629, -2.943], [-7.308, 4.247, -1.379], [-5.840, 3.469, -2.144], [-6.074, 7.328, -0.346], [-7.401, 6.092, -0.318], [-7.017, 7.085, -1.861], [-3.022, 9.059, -1.281], [-1.977, 8.070, -2.224], [-3.584, 8.480, -2.932], [-2.447, 7.036, 0.290], [-3.869, 6.211, 0.458], [-2.635, 5.402, -0.499], [-2.408, 3.643, -1.870], [-4.050, 3.833, -1.217], [-3.714, 2.717, -2.574], [-3.291, 5.736, -4.759], [-3.823, 4.063, -4.936], [-2.142, 4.421, -4.344], [-2.439, 2.506, 1.103], [-3.853, 2.208, 1.142], [-4.319, 1.251, 0.183], [-4.614, 2.751, 2.498], [-4.572, 4.198, 2.579], [-6.135, 2.158, 2.495], [-6.469, 0.828, 2.911], [-7.021, 2.789, 1.529], [-3.866, 1.922, 3.730], [-3.246, 0.625, 3.680], [-4.018, 2.457, 5.063], [-2.030, 2.782, 0.127], [-1.855, 1.647, 1.383], [-2.197, 3.282, 1.798], [-4.243, 1.624, -0.853], [-5.378, 1.071, 0.445], [-3.784, 0.248, 0.170], [-6.213, 0.028, 2.204], [-6.005, 0.544, 3.862], [-7.510, 0.851, 3.123], [-7.443, 2.068, 0.799], [-7.924, 3.268, 2.023], [-6.498, 3.629, 1.018], [-2.127, 0.667, 3.948], [-3.670, -0.041, 4.504], [-3.486, 0.062, 2.700], [-4.861, 1.903, 5.677], [-4.338, 3.520, 4.871], [-3.100, 2.341, 5.568], [3.464, -0.324, 0.177], [3.814, -1.688, 0.590], [2.894, -2.316, 1.551], [4.657, -2.790, -0.373], [5.352, -3.936, 0.314], [3.625, -3.332, -1.568], [2.476, -2.576, -2.017], [3.933, -4.518, -2.331], [5.779, -1.789, -1.126], [6.982, -1.539, -0.275], [6.158, -2.174, -2.492], [3.620, 0.308, 1.085], [2.488, -0.070, -0.192], [4.147, 0.001, -0.612], [2.699, -1.680, 2.435], [3.365, -3.231, 1.877], [1.834, -2.396, 1.204], [2.688, -1.852, -2.804], [1.748, -3.267, -2.339], [2.067, -1.983, -1.183], [4.257, -4.216, -3.304], [4.741, -5.024, -1.780], [2.991, -5.137, -2.288], [7.448, -0.632, -0.583], [6.740, -1.371, 0.802], [7.734, -2.388, -0.444], [6.861, -1.433, -2.907], [5.216, -2.086, -3.032], [6.622, -3.187, -2.377], [0.280, -2.598, -4.656], [1.286, -3.165, -5.457], [1.233, -4.642, -5.658], [2.454, -2.174, -6.108], [3.732, -2.361, -5.353], [2.556, -2.568, -7.724], [1.478, -2.988, -8.510], [3.640, -1.888, -8.364], [2.016, -0.659, -5.912], [2.875, 0.312, -5.207], [1.079, -0.093, -6.923], [0.685, -1.749, -4.084], [-0.070, -3.422, -3.996], [-0.669, -2.406, -5.187], [0.521, -4.851, -6.529], [0.750, -5.094, -4.727], [2.203, -5.107, -6.046], [1.103, -2.236, -9.244], [1.709, -3.896, -9.111], [0.674, -3.375, -7.856], [3.844, -2.371, -9.333], [3.516, -0.792, -8.512], [4.561, -2.078, -7.775], [2.463, 1.361, -5.409], [2.788, 0.141, -4.188], [3.890, 0.335, -5.549], [1.551, 0.227, -7.843], [0.617, 0.705, -6.425], [0.273, -0.792, -7.061], [-5.680, -0.961, -3.653], [-4.669, -1.987, -3.108], [-3.809, -2.670, -4.125], [-4.528, -2.101, -1.908], [-6.331, -0.734, -2.853], [-6.212, -1.462, -4.498], [-5.077, -0.136, -4.038], [-4.316, -3.089, -4.989], [-3.156, -3.371, -3.613], [-3.091, -1.870, -4.427], [-0.834, -1.602, 0.797], [-1.496, -1.011, -0.936], [-0.660, 0.147, -1.462], [-1.331, 0.755, -3.229], [-2.560, -0.901, -0.866], [-1.374, -1.915, -1.540], [0.435, -0.033, -1.600], [-0.860, 1.071, -0.893]],
  "forces_ev_per_angstrom": [[0.6959, -0.0229, 0.5030], [-1.4569, 0.3312, 0.1708], [1.0172, 0.5614, -0.0387], [-0.5956, -0.7815, 0.1500], [0.3537, 0.1783, -0.6621], [0.2506, 0.2992, 0.8604], [0.7629, 0.0285, 1.4253], [0.5256, 1.6843, 2.1799], [0.7988, -0.2233, 1.0308], [1.5779, -0.1448, -0.5011], [-1.4858, -0.0042, -1.2849], [0.5913, 0.2201, 0.2042], [-0.5336, 0.2854, -0.4660], [0.5441, -0.0688, -0.1144], [-0.1795, -0.2139, -0.5404], [-0.8898, -0.8973, 0.5553], [0.5576, -0.0775, -0.6290], [-0.0447, 0.0018, -0.7812], [-0.1308, 0.6571, -0.3767], [-0.4820, -0.5437, -0.5431], [0.2287, -0.2667, -0.1536], [-0.2503, -0.5211, -1.6797], [-0.5587, -0.5689, -0.2870], [-0.5201, -0.6829, 0.3241], [-0.7286, 0.0529, 0.3986], [-0.9215, 0.3777, -0.2127], [0.7107, -0.6431, -0.8732], [-0.6294, 0.2674, 0.9696], [0.9089, 0.4772, 0.3276], [-0.0887, 0.8525, -0.4878], [-1.1331, -0.7951, 0.2226], [0.3061, 0.7669, -0.2699], [0.6162, 0.6510, -0.1586], [-0.8036, -0.2844, 0.3574], [1.4835, 0.1753, -0.1070], [0.6130, -0.4078, 0.8785], [-0.5256, -0.5209, -0.2535], [-2.2061, -1.5496, -1.1393], [0.7443, 1.7213, -2.0084], [1.3311, 1.7267, 0.9155], [0.1399, 0.0808, -0.3354], [0.4430, -0.1243, 0.1994], [-0.1283, -0.7102, 0.1874], [0.4071, -0.6111, 0.5868], [0.1041, 0.2828, -0.1136], [-0.4456, -0.0697, 0.1313], [-0.4349, 0.5163, 0.4109], [1.0596, -0.1576, -0.9026], [-1.1805, -0.2613, -0.2279], [0.5173, -0.3627, -0.2817], [-0.5099, 0.4488, -0.0027], [0.2218, 0.5614, 0.2955], [0.4680, -0.4264, 0.1721], [-0.8975, -0.6030, 2.2438], [0.4052, 0.3343, 0.3416], [-0.0521, -0.0867, 0.0773], [-0.3705, -0.6138, -0.6451], [-0.1018, -0.6500, -0.0623], [0.6724, 1.3843, 0.1726], [-1.0822, 1.8277, -0.1928], [0.4966, -1.1806, 1.0784], [-2.2928, -0.6846, -3.1139], [0.8866, 0.2582, 0.3795], [-0.7931, -0.8383, 0.0005], [-0.2935, 0.1181, 1.9683], [-0.6157, 0.6958, 0.7110], [1.7902, 1.1821, 0.1417], [-1.5074, 1.4207, 1.8302], [-0.1396, -1.4324, 1.3298], [0.4133, -0.5188, -0.6160], [0.1108, -0.7515, 1.1811], [-0.6321, 0.1454, 0.2083], [0.4056, -0.7518, -0.5592], [0.1164, 0.5184, -0.3617], [-0.0634, -0.1012, 0.4214], [-0.1849, -0.1616, -0.4087], [0.1774, 1.4102, -0.1525], [-0.4327, -1.0201, -1.4519], [0.2629, 0.5355, -0.6713], [1.0048, -0.0656, 0.5591], [0.2132, -0.9319, -0.4578], [0.0858, 0.0067, -0.7037], [1.3578, -0.4148, -1.1412], [0.2410, -1.1833, 0.0181], [-0.2662, 0.2567, 0.4661], [-0.0720, 0.0315, -0.1599], [0.1846, 0.2542, 0.0446], [-0.3912, 1.2243, -1.4840], [0.3848, 0.0335, 1.2175], [-0.5480, 1.0697, 0.1497], [2.4720, 1.6292, 1.3705], [-0.4240, 0.2873, -0.2967], [-3.1021, 1.2719, 0.7999], [0.2431, -0.9276, 0.3585], [0.8914, 0.4656, -0.1043], [-0.7049, -1.8433, -0.0389], [-0.3613, 0.8762, -1.3801], [-0.5196, 3.2645, -0.8591], [-0.5491, -0.4830, 0.6517], [0.6138, -0.4585, 0.1803], [0.0894, 0.0388, -0.3435], [-0.3388, 0.0833, -0.8447], [-0.3626, -1.1391, 0.0592], [0.4824, -0.7528, 0.0573], [0.2960, 0.5306, -0.5783], [0.0057, -0.2621, 0.0375], [-0.2267, -0.0681, 0.1547], [0.4694, -0.7322, -0.5961], [0.3591, -0.6900, -0.0439], [0.5493, -0.1739, -0.2330], [-0.0940, -0.2270, 0.9256], [-0.2403, -0.6202, -0.0652], [0.1511, 0.3329, 0.1698], [0.0988, -0.2110, -0.0880], [0.0062, -0.8360, 0.0543], [0.6738, -1.5209, 0.5181], [1.5042, -0.6490, 0.4600], [-2.7167, -1.1210, 0.3124], [0.5858, 1.8340, -0.9029], [-0.1971, -0.6619, 0.1891], [-0.5521, 0.8644, -1.4747], [1.0720, -0.0735, 0.7747], [-1.2259, -0.8238, -0.4767], [-1.0114, 0.2393, 0.8256], [-0.5409, -0.0364, 1.0337], [-2.9397, 0.9087, 0.1057], [0.2074, -1.4973, 0.0455], [-0.1699, 0.6260, -1.2838], [0.0657, -0.3566, 0.6225], [-0.7051, 0.7882, 0.3763], [-0.3692, -0.8736, -0.4061], [0.6377, 0.0352, -0.4832], [0.2339, -0.9238, 1.4759], [-0.2269, 0.7236, 0.2830], [0.9721, -0.1797, -0.4279], [0.7164, 0.3834, 0.7669], [0.8569, 0.2404, -0.3215], [-0.1171, -0.3468, -0.3023], [0.2222, 0.6442, -0.0660], [2.3755, -0.4310, 0.6889], [0.9866, -0.4196, -0.6442], [0.0993, 0.0089, -0.2572], [0.0824, 0.7915, -0.6177], [0.4720, 0.2155, 0.0322], [-0.2788, 0.1355, -0.3445], [0.3281, -0.2468, -0.4741], [0.9513, -0.0734, -0.7163], [-0.6295, -1.0699, -0.0915], [0.4926, -1.7441, -0.0367], [0.2037, 1.5093, 0.5815], [-0.2246, 0.3251, -0.7629], [0.4300, -0.4221, 0.6087], [-1.4680, 0.9347, 0.0487], [0.1165, 0.0604, 0.1495], [0.1769, -1.7808, 0.0478], [-3.0239, 0.2767, -0.3348], [-0.5448, 0.2619, -0.1917], [0.3693, -0.7396, 0.3728], [0.0700, 0.6118, 0.2151], [-0.1431, -0.0293, 0.4339], [0.4625, -0.1907, -0.6127], [-0.4370, 1.0523, 0.4756], [-0.2222, 0.1486, -0.1896], [0.1857, 0.3192, -0.1547], [-1.0996, -0.4237, -0.0338], [0.4849, 0.2911, 0.1788], [0.9353, -0.5650, -0.2857], [-0.2842, -0.7118, 0.1722], [-1.3614, -0.0150, -0.8707], [0.2217, 0.7263, -0.8829], [0.8289, 1.0294, 1.4119], [1.4606, 0.9214, -1.0661], [0.5372, -0.8619, 0.9857], [1.0248, 0.2486, 0.9109], [1.6901, 0.4610, 1.0308], [-0.8081, -0.7615, -0.3861], [-0.6261, 1.1953, 0.2209], [0.7110, -0.3321, -0.0335], [-1.2654, 1.1241, -0.2307], [0.0517, 0.8328, 1.0188], [0.7552, 1.2192, 1.1232], [-0.5920, -0.5110, 1.4968], [0.7323, 0.7982, 1.0505], [-0.1377, -1.3021, -0.0078], [-0.1671, 0.0637, 1.1033], [-0.0176, -0.2828, -0.8272], [-0.9203, -0.6707, -0.1421], [0.0636, -0.0547, 0.2399], [0.8897, 0.0042, -0.1126], [-0.4408, -0.3389, 0.0148], [0.8065, -0.6171, -0.4729], [0.1716, -0.1247, -0.4092], [-1.0558, -0.7520, -0.5360], [-0.0031, -0.3429, -0.1779], [-0.0272, -0.3141, -1.0207], [-0.3159, -0.1518, -0.4216], [1.0975, 0.1961, -0.6276], [0.4042, 0.7833, -0.5506], [-0.0019, -0.6476, -0.8401], [-0.9498, 1.0033, 0.6536], [-0.1268, -0.3937, 0.2145], [0.3881, -0.6933, -0.6849], [-0.2833, 0.5861, -1.0677], [-1.5408, -0.8599, 1.1499], [0.8285, -1.1104, -1.5077], [-0.8127, 0.2051, -1.2247], [2.3921, -2.8487, 1.8033], [-0.1225, 0.0045, -0.8650], [0.4517, 0.5722, 1.4101], [-1.7424, -1.3971, -1.2771], [1.7325, -0.2546, -0.6391], [-1.0902, 2.5587, -1.2737], [-1.4400, 1.7110, -2.0238], [0.7027, -1.0232, 1.3241], [-0.7215, -0.2185, -0.1711], [0.3666, 0.6640, 0.3917], [0.2674, 0.7507, -0.1378], [0.5155, -0.0076, 1.1567], [1.1875, 0.2931, -1.2046], [-1.0581, 0.8161, 1.2446], [0.0414, -0.2247, 0.6484], [0.3034, 0.4855, 0.1039], [0.0896, 0.7272, -0.3995], [-0.2157, 0.3206, 0.1169], [-0.1187, -0.5434, 0.0553], [-0.5001, 0.4255, -0.2131], [0.3777, -1.4684, 0.2862], [0.2547, -0.2175, 2.0501], [0.5921, -0.3606, -0.0667], [0.0873, -0.0440, -0.2732], [-0.6621, 1.5560, 0.3671], [-0.1970, -0.4800, -0.5734], [1.0558, -2.0367, -1.1870], [-0.7711, 0.9917, 0.1320], [1.2889, 0.6282, 0.5452], [0.2464, -0.3387, -0.3085], [-0.7409, 0.6906, 0.6345], [0.2028, 0.6928, 0.5379], [-0.3434, 0.2203, 0.0547], [-0.0424, 0.0787, 0.0398], [-0.1963, -0.4937, -0.0548], [-0.5565, -0.3507, -0.2988], [-0.0762, 0.4199, 0.2021], [0.9404, -0.9103, -0.8804], [-0.2368, 0.6508, 0.1433], [0.0650, -0.4863, 0.0849], [-0.3315, 0.6365, 0.1315], [0.1263, 0.4257, -0.1505], [-1.1307, 0.1039, 0.3080], [0.5613, -0.6338, 0.0685]],
  "lowdin_charge": [-0.0939, -0.3001, -0.1305, 0.5253, -0.2980, -0.3289, -0.1002, -0.1086, -0.2802, -0.0995, -0.1822, 0.0802, 0.0910, 0.0624, 0.0716, 0.0403, 0.0897, 0.0754, 0.0864, 0.0634, 0.0728, 0.0948, 0.0647, 0.0726, 0.0826, 0.0619, 0.0935, 0.0945, -0.0022, -0.1020, -0.2925, -0.0948, 0.5459, -0.3092, -0.2978, -0.1208, -0.1045, -0.2965, -0.0595, -0.1514, 0.0752, 0.0740, 0.0791, 0.0765, 0.0733, 0.0564, 0.0642, 0.0289, 0.0782, 0.0805, 0.0696, 0.0953, 0.0758, 0.0482, 0.0758, 0.0812, 0.0849, 0.0811, -0.0544, -0.2695, -0.1226, 0.4896, -0.2865, -0.2934, -0.0900, -0.1384, -0.3311, -0.0685, -0.1134, 0.0313, 0.0870, 0.0378, 0.0580, 0.0831, 0.0739, 0.0556, 0.0749, 0.1099, 0.0862, 0.0603, 0.0530, 0.0920, 0.0503, 0.1046, 0.0975, 0.0630, 0.0922, -0.1516, -0.2997, -0.1017, 0.6004, -0.2855, -0.3190, -0.1015, -0.1323, -0.2909, -0.1217, -0.1609, 0.0918, 0.0895, 0.0323, 0.0669, 0.0775, 0.0844, 0.0879, 0.0473, 0.0686, 0.0713, 0.0808, 0.0878, 0.0980, 0.0324, 0.0661, 0.0718, 0.0634, 0.1096, -0.1029, -0.2798, -0.1121, 0.4262, -0.2738, -0.2917, -0.0848, -0.0876, -0.2831, -0.1637, -0.1003, 0.0674, 0.0618, 0.0761, 0.0836, 0.0779, 0.1055, 0.0706, 0.0646, 0.0841, 0.0797, 0.0719, 0.0575, 0.0276, 0.0738, 0.0520, 0.0577, 0.0951, 0.0823, -0.1048, -0.2611, -0.0873, 0.4346, -0.2525, -0.2998, -0.1074, -0.1212, -0.3380, -0.1293, -0.1164, 0.0613, 0.0562, 0.0489, 0.0631, 0.0684, 0.0823, 0.0851, 0.0738, 0.0766, 0.0862, 0.1011, 0.0710, 0.0830, 0.0936, 0.0977, 0.1161, 0.0942, 0.0398, -0.1175, -0.2573, -0.1213, 0.5432, -0.3075, -0.2986, -0.0959, -0.0980, -0.3247, -0.1191, -0.1030, 0.0567, 0.0393, 0.0651, 0.0784, 0.0402, 0.0210, 0.0699, 0.0491, 0.0616, 0.0587, 0.0811, 0.0821, 0.0482, 0.0878, 0.1015, 0.0883, 0.0576, 0.0981, -0.1645, -0.3067, -0.0832, 0.4610, -0.2987, -0.3141, -0.1594, -0.1228, -0.2784, -0.0599, -0.0679, 0.0671, 0.0666, 0.0750, 0.0725, 0.0898, 0.1080, 0.0951, 0.0933, 0.0613, 0.0906, 0.0847, 0.0889, 0.0918, 0.0415, 0.0765, 0.0786, 0.0535, 0.0714, -0.0068, -0.4968, -0.0197, 0.0468, 0.0611, 0.0942, 0.0823, 0.0860, 0.0711, 0.0767, 0.7735, -0.6466, -0.6147, 0.6490, 0.0064, 0.0221, 0.0391, 0.0198]
}